This record from OMol25 describes a structure of composition C32H28BrGeN5O3Ru. The level of theory is the ωB97M-V functional and the def2-TZVPD basis.

Geometry (Å):
Ru: -0.0621 0.0287 -0.0973
Br: 7.1395 -1.4135 -0.5167
C: 5.3114 -1.1776 -0.7275
C: 4.6647 -1.7016 -1.8730
C: 3.3235 -1.5482 -2.0385
C: 2.5563 -0.8591 -1.0771
O: 1.2586 -0.7525 -1.2940
C: 3.2167 -0.3222 0.0590
C: 2.5754 0.4373 1.0771
N: 1.3452 0.7554 1.1199
C: 0.8127 1.5808 2.2132
C: 1.5210 2.3345 3.0709
C: 0.8679 3.0695 4.1023
C: -0.4774 3.0287 4.2324
C: -1.2471 2.2670 3.3236
C: -2.6583 2.1795 3.3783
C: -3.3225 1.4372 2.4616
C: -2.5868 0.7865 1.4497
N: -1.2911 0.8415 1.3652
C: -0.5892 1.5638 2.3120
C: 4.6058 -0.5102 0.2104
H: 5.2512 -2.2272 -2.6208
H: 2.8088 -1.9409 -2.9095
H: 3.2104 0.7715 1.8935
H: 2.6002 2.4102 2.9797
H: 1.4591 3.6721 4.7853
H: -0.9762 3.5898 5.0188
H: -3.2012 2.7175 4.1525
H: -4.4012 1.3527 2.4778
H: -3.0853 0.2187 0.6764
H: 5.1164 -0.1074 1.0811
O: -4.6903 -5.9730 -1.1042
N: -4.0443 -5.1992 -1.7724
O: -4.0267 -5.1606 -2.9896
C: -3.1869 -4.2003 -1.0444
C: -2.8858 -4.5041 0.2102
C: -1.9968 -3.6579 0.9660
C: -1.5942 -3.9485 2.2762
C: -0.7092 -3.1149 2.9176
C: -0.2241 -2.0001 2.2425
N: -0.5794 -1.7206 0.9979
C: -1.4881 -2.5238 0.3717
C: -1.9114 -2.1493 -0.9411
N: -1.4617 -0.9392 -1.3813
C: -1.7407 -0.5845 -2.6162
C: -2.5255 -1.3753 -3.4580
C: -3.0308 -2.5582 -3.0053
C: -2.7190 -2.9902 -1.6974
H: -3.2934 -5.4050 0.6475
H: -1.9900 -4.8323 2.7759
H: -0.3779 -3.3099 3.9297
H: 0.4942 -1.3329 2.7057
H: -1.3465 0.3630 -2.9507
H: -2.7349 -1.0330 -4.4642
H: -3.6500 -3.1651 -3.6421
C: 2.0096 3.7491 -0.3585
Ge: 1.0145 2.8785 -1.7587
C: 2.1810 1.8583 -2.9001
C: 0.0150 4.1466 -2.7911
C: -0.4924 1.8534 -0.9218
H: 2.7965 4.3528 -0.8211
H: 2.4882 3.0298 0.3130
H: 1.3607 4.4095 0.2229
H: 2.6400 2.5575 -3.6058
H: 1.6291 1.1022 -3.4670
H: 2.9789 1.3740 -2.3348
H: 0.6683 4.9762 -3.0877
H: -0.8171 4.5488 -2.2072
H: -0.3728 3.6668 -3.6942
H: -1.2716 1.7852 -1.6800
H: -0.8610 2.5438 -0.1686

Calculated values
Multiplicity: 1
Charge: +2
HOMO energy, eV: -13.4399
Energy above the lowest of the compared OMol25 structures with the same formula, charge and spin, eV: 0.5679
Frontier orbital gap, eV: 5.6

---

This record from OMol25 describes a cluster of 11 separate species, H22O11 in total. The level of theory is the ωB97M-V functional and the def2-TZVPD basis.

Geometry (Å):
O: 4.0894 -14.4419 -27.0506
H: 4.0435 -14.2599 -26.1119
H: 4.6932 -15.1811 -27.1225
O: 7.6489 -11.9132 -33.3695
H: 6.7574 -12.1642 -33.1274
H: 7.6190 -10.9591 -33.4393
O: 3.1236 -6.9917 -32.3587
H: 3.9436 -6.5448 -32.1485
H: 3.1905 -7.8372 -31.9148
O: -0.4418 -12.8053 -27.8679
H: -0.9607 -12.6991 -27.0706
H: 0.4664 -12.7315 -27.5748
O: 7.2452 -8.5009 -26.4457
H: 7.8081 -9.2078 -26.1299
H: 6.5704 -8.4126 -25.7725
O: 4.1906 -14.7036 -33.0109
H: 4.6406 -15.3706 -33.5294
H: 3.4982 -15.1814 -32.5542
O: 7.6054 -7.4495 -33.3924
H: 7.1182 -6.7845 -33.8789
H: 7.9619 -6.9814 -32.6374
O: 1.2465 -16.7457 -30.1810
H: 1.4817 -16.1049 -29.5099
H: 0.8216 -17.4543 -29.6977
O: 6.4795 -4.5816 -29.2539
H: 6.5123 -5.2921 -28.6133
H: 7.2174 -4.0169 -29.0239
O: 10.6189 -7.2183 -29.1900
H: 9.8374 -7.5849 -28.7764
H: 10.6967 -6.3393 -28.8193
O: 4.5155 -10.6193 -29.8505
H: 4.4688 -11.5240 -29.5414
H: 5.2671 -10.2467 -29.3895

Calculated values
Multiplicity: 1
HOMO energy, eV: -10.9378
Energy above the lowest of the compared OMol25 structures with the same formula, charge and spin, eV: 2.6357
Frontier orbital gap, eV: 10.9
SMILES: O.O.O.O.O.O.O.O.O.O.O

---

This record from OMol25 describes a structure of composition C13H47MnO13. The level of theory is the ωB97M-V functional and the def2-TZVPD basis.

Geometry (Å):
Mn: 4.1078 1.5306 1.8228
C: -0.0862 -0.5340 -0.2886
C: 1.1810 -0.0094 0.3712
O: 2.2848 -0.0842 -0.2347
O: 1.1590 0.5179 1.4823
H: -0.9911 0.0720 -0.2430
H: -0.2074 -1.4580 0.2769
H: 0.0130 -0.9757 -1.2801
C: -3.8383 -3.5881 -2.8603
O: -4.0572 -2.1758 -2.8156
H: -4.2986 -4.2470 -2.1241
H: -4.1002 -3.8571 -3.8836
H: -2.7703 -3.8025 -2.8217
H: -3.9489 -1.7203 -3.6537
C: 5.8621 -2.0910 2.9388
O: 4.8520 -1.1662 3.2965
H: 5.4533 -2.7365 2.1614
H: 6.7523 -1.6231 2.5183
H: 6.0319 -2.7865 3.7607
H: 4.1553 -1.6447 3.7518
C: -2.8561 1.5206 -4.7154
O: -2.7659 0.5038 -5.7094
H: -3.7716 1.4820 -4.1252
H: -1.9674 1.3561 -4.1060
H: -2.8564 2.5098 -5.1731
H: -2.0962 0.6405 -6.3835
C: -1.7992 -1.6285 4.4513
O: -1.9137 -2.7416 5.3081
H: -1.7873 -1.8475 3.3836
H: -2.6464 -0.9483 4.5388
H: -0.9466 -1.0044 4.7191
H: -2.7117 -3.1611 4.9783
C: -5.7499 -0.5944 1.0762
O: -6.1839 0.2175 0.0553
H: -4.7991 -0.3015 1.5216
H: -6.3975 -0.5729 1.9528
H: -5.6326 -1.5938 0.6573
H: -5.9471 -0.2148 -0.7685
C: 3.3461 -1.2177 -4.5493
O: 3.9216 -1.9329 -3.5020
H: 3.9947 -1.1682 -5.4239
H: 2.5377 -1.8170 -4.9682
H: 2.9528 -0.2292 -4.3124
H: 3.3301 -1.7157 -2.7778
C: -3.3684 4.9613 -1.0277
O: -2.0304 4.6583 -0.7096
H: -3.4923 4.3750 -1.9381
H: -3.9598 4.5143 -0.2286
H: -3.6642 5.9945 -1.2093
H: -2.1009 4.1375 0.0938
C: 6.9446 0.9102 -1.5322
O: 6.6227 1.2153 -0.2000
H: 6.4903 1.5463 -2.2919
H: 8.0129 0.9985 -1.7298
H: 6.6785 -0.1355 -1.6865
H: 7.4025 1.5536 0.2461
C: -1.7833 3.1310 3.8760
O: -1.7847 2.7329 2.5565
H: -2.7142 3.6433 4.1188
H: -1.9872 2.2357 4.4632
H: -0.8925 3.6763 4.1879
H: -1.0824 2.0784 2.5596
C: -1.2790 -5.8163 1.6238
O: -1.0366 -6.6770 0.5030
H: -1.0301 -6.3861 2.5191
H: -0.5544 -5.0069 1.5349
H: -2.1750 -5.1956 1.6128
H: -0.0843 -6.7952 0.4775
C: 2.6447 5.0856 0.6988
O: 3.8906 4.3635 0.6462
H: 2.3836 5.3103 -0.3353
H: 1.8339 4.5917 1.2343
H: 2.8463 6.0318 1.2010
H: 4.4601 5.1064 0.4332

Calculated values
Multiplicity: 6
Charge: +1
HOMO energy (alpha / beta), eV: -11.4046 / -11.4046
Energy above the lowest of the compared OMol25 structures with the same formula, charge and spin, eV: 5.9330
Frontier orbital gap (alpha / beta), eV: 4.3 / 4.5
<S²>: 8.759

---

no.,maximum force (eV Å⁻¹)
1,2.38
2,0.31
3,3.16